The following is a DFT calculation (ωB97M-V/def2-TZVPD) of a molecular structure, C44H49MnN4SSbTe in a non-equilibrium geometry.

Calculated values
- LUMO level (spin up / spin down) (eV) = 0.262 / 0.262
- frontier orbital gap (spin up / spin down) (eV) = 6.40 / 6.50
- spin multiplicity = 2
- HOMO level (spin up / spin down) (eV) = -6.142 / -6.237
- M (g/mol) = 970.27

Geometry (Å):
Mn (0.88, -1.75, 0.50)
C (0.77, -3.84, -3.58)
C (1.88, -3.34, -2.70)
C (3.09, -3.99, -2.65)
C (4.12, -3.51, -1.83)
C (5.44, -4.25, -1.78)
C (3.94, -2.38, -1.07)
C (2.71, -1.68, -1.08)
C (1.71, -2.18, -1.91)
N (2.32, -0.66, -0.20)
C (3.11, 0.57, -0.10)
C (2.95, 1.36, -1.41)
C (4.61, 0.37, 0.15)
C (2.56, 1.41, 1.06)
H (1.16, -4.30, -4.49)
H (0.10, -3.02, -3.88)
H (0.16, -4.59, -3.06)
H (3.24, -4.89, -3.24)
H (5.32, -5.29, -2.12)
H (5.85, -4.27, -0.77)
H (6.18, -3.78, -2.43)
H (4.72, -2.08, -0.39)
H (0.81, -1.60, -2.04)
H (3.23, 0.73, -2.26)
H (3.57, 2.26, -1.43)
H (1.90, 1.65, -1.54)
H (5.13, -0.01, -0.73)
H (4.77, -0.33, 0.98)
H (5.06, 1.33, 0.41)
H (1.50, 1.23, 1.18)
H (2.72, 2.48, 0.87)
H (3.07, 1.16, 2.00)
C (0.49, 7.34, -0.01)
C (-0.15, 6.89, -1.16)
C (-0.53, 5.56, -1.28)
C (-0.28, 4.66, -0.25)
C (0.38, 5.11, 0.89)
C (0.76, 6.45, 1.02)
Sb (-0.79, 2.58, -0.32)
C (-2.47, 2.66, 1.01)
C (-2.26, 3.07, 2.33)
C (-3.28, 3.03, 3.27)
C (-4.54, 2.55, 2.91)
C (-4.76, 2.13, 1.61)
C (-3.74, 2.17, 0.66)
C (-1.84, 2.66, -2.16)
C (-3.04, 3.36, -2.35)
C (-3.66, 3.39, -3.59)
C (-3.08, 2.74, -4.67)
C (-1.88, 2.07, -4.52)
C (-1.26, 2.03, -3.27)
H (0.79, 8.38, 0.08)
H (-0.35, 7.58, -1.97)
H (-1.03, 5.23, -2.19)
H (0.63, 4.43, 1.70)
H (1.27, 6.78, 1.91)
H (-1.28, 3.44, 2.64)
H (-3.09, 3.36, 4.28)
H (-5.33, 2.52, 3.64)
H (-5.74, 1.76, 1.32)
H (-3.93, 1.82, -0.34)
H (-3.50, 3.88, -1.51)
H (-4.59, 3.94, -3.71)
H (-3.56, 2.78, -5.64)
H (-1.42, 1.57, -5.36)
H (-0.32, 1.50, -3.16)
C (-0.64, 0.04, 6.32)
C (-0.26, -0.16, 4.87)
C (-1.20, -0.01, 3.86)
C (-0.83, -0.26, 2.55)
N (0.40, -0.64, 2.20)
C (1.31, -0.77, 3.17)
C (1.02, -0.54, 4.51)
H (-1.47, 0.75, 6.41)
H (0.20, 0.41, 6.90)
H (-0.97, -0.90, 6.76)
H (-2.21, 0.32, 4.07)
H (-1.54, -0.14, 1.74)
H (2.30, -1.06, 2.85)
H (1.80, -0.68, 5.25)
C (-2.23, -3.15, 1.51)
C (-2.16, -2.22, 0.35)
N (-1.09, -1.65, -0.17)
C (-1.51, -0.86, -1.22)
C (-2.86, -0.94, -1.34)
N (-3.25, -1.81, -0.34)
H (-1.24, -3.27, 1.94)
H (-2.58, -4.13, 1.20)
H (-2.91, -2.76, 2.28)
H (-0.82, -0.29, -1.81)
H (-3.55, -0.49, -2.03)
H (-4.20, -2.09, -0.14)
Te (1.54, -4.05, 1.68)
C (0.58, -5.43, 0.41)
C (-0.27, -5.20, -0.64)
C (-0.75, -6.40, -1.26)
C (-0.25, -7.53, -0.67)
S (0.79, -7.12, 0.62)
H (-0.51, -4.21, -0.99)
H (-1.42, -6.42, -2.11)
H (-0.45, -8.56, -0.93)

---

The following is a DFT calculation (ωB97M-V/def2-TZVPD) of a molecular structure, C44H49NP2Zn in a non-equilibrium geometry.

Calculated values
- LUMO level (spin up / spin down) (eV) = 0.212 / 0.478
- frontier orbital gap (spin up / spin down) (eV) = 5.02 / 5.28
- spin multiplicity = 1
- HOMO level (spin up / spin down) (eV) = -4.809 / -4.804
- M (g/mol) = 719.22

Geometry (Å):
Zn (-0.15, 0.14, 1.02)
C (-1.39, 0.77, -4.18)
C (-1.46, -0.54, -3.98)
C (-0.90, -1.58, -4.91)
C (0.51, -1.25, -5.46)
C (1.44, -0.36, -4.66)
C (1.50, 0.99, -4.71)
C (0.58, 1.90, -5.48)
C (-0.91, 1.44, -5.44)
C (1.74, 0.11, 2.02)
H (-1.83, 1.47, -3.47)
H (-2.05, -0.94, -3.15)
H (-1.56, -1.71, -5.78)
H (-0.91, -2.56, -4.42)
H (1.04, -2.21, -5.58)
H (0.36, -0.85, -6.46)
H (2.24, -0.89, -4.13)
H (2.38, 1.52, -4.31)
H (0.88, 2.00, -6.54)
H (0.69, 2.92, -5.07)
H (-1.51, 2.34, -5.62)
H (-1.03, 0.78, -6.31)
H (1.65, 1.10, 2.49)
H (2.71, -0.31, 2.28)
H (1.02, -0.57, 2.55)
P (-1.33, -0.86, -0.61)
P (2.17, 0.02, 0.01)
C (0.09, -1.29, -1.61)
C (1.35, -0.80, -1.40)
C (-2.24, -2.34, -0.15)
C (-2.64, -3.26, -1.13)
C (-3.37, -4.40, -0.77)
C (-3.68, -4.64, 0.57)
C (-3.21, -3.77, 1.56)
C (-2.48, -2.63, 1.21)
C (-2.44, 0.51, -1.11)
C (-1.90, 1.82, -1.23)
C (-2.76, 2.91, -1.41)
C (-4.14, 2.73, -1.48)
C (-4.68, 1.46, -1.30)
C (-3.85, 0.35, -1.11)
C (3.67, -1.05, 0.12)
C (3.48, -2.40, 0.51)
C (4.58, -3.23, 0.71)
C (5.88, -2.75, 0.48)
C (6.08, -1.43, 0.08)
C (4.97, -0.57, -0.10)
C (2.72, 1.69, -0.51)
C (2.78, 2.73, 0.43)
C (3.15, 4.02, 0.04)
C (3.41, 4.29, -1.31)
C (3.32, 3.27, -2.27)
C (3.01, 1.96, -1.86)
H (-0.05, -2.09, -2.35)
H (2.06, -1.09, -2.17)
H (-2.41, -3.07, -2.18)
H (-3.71, -5.09, -1.55)
H (-4.28, -5.51, 0.85)
H (-3.45, -3.96, 2.61)
H (-2.11, -1.94, 1.97)
H (-0.81, 1.94, -1.24)
H (-2.32, 3.90, -1.51)
H (-4.79, 3.59, -1.62)
H (-5.76, 1.33, -1.31)
H (-4.27, -0.65, -0.97)
H (2.47, -2.79, 0.63)
H (4.42, -4.26, 1.05)
H (6.73, -3.41, 0.66)
H (7.09, -1.05, -0.08)
H (5.13, 0.46, -0.43)
H (2.60, 2.52, 1.49)
H (3.23, 4.81, 0.78)
H (3.67, 5.31, -1.62)
H (3.50, 3.49, -3.32)
H (3.04, 1.14, -2.59)
C (0.02, 1.50, 6.99)
N (-0.06, 0.17, 6.46)
C (0.00, -0.96, 7.34)
C (0.03, -0.04, 5.01)
C (-1.22, 0.34, 4.21)
C (-2.41, 0.41, 4.94)
C (-3.61, 0.84, 4.37)
C (-3.61, 1.19, 3.02)
C (-2.41, 1.11, 2.28)
C (-1.25, 0.54, 2.81)
H (0.44, 1.45, 8.00)
H (-0.96, 1.99, 7.05)
H (0.68, 2.12, 6.35)
H (-1.01, -1.35, 7.58)
H (0.58, -1.76, 6.86)
H (0.47, -0.66, 8.29)
H (0.92, 0.53, 4.66)
H (0.29, -1.10, 4.87)
H (-2.38, 0.14, 6.01)
H (-4.51, 0.91, 4.97)
H (-4.53, 1.50, 2.53)
H (-2.44, 1.49, 1.26)

---

The following is a DFT calculation (ωB97M-V/def2-TZVPD) of a molecular structure, C44H50BCaN10O4.

Calculated values
- LUMO level (spin up / spin down) (eV) = -2.780 / -2.532
- net charge = +1
- frontier orbital gap (spin up / spin down) (eV) = 5.64 / 6.58
- spin multiplicity = 1
- HOMO level (spin up / spin down) (eV) = -8.425 / -9.115
- M (g/mol) = 833.84

Geometry (Å):
Ca (0.23, 0.46, 0.11)
N (-4.00, -0.71, -0.28)
C (-3.06, 0.21, -0.03)
N (-2.08, -0.36, 0.65)
C (-2.50, -1.65, 0.79)
N (-3.68, -1.90, 0.25)
C (-1.69, -2.65, 1.47)
C (-1.60, -3.95, 1.03)
N (-0.74, -4.86, 1.51)
C (0.12, -4.39, 2.46)
C (0.08, -3.13, 2.96)
N (-0.90, -2.23, 2.55)
H (-4.87, -0.59, -0.77)
H (-3.11, 1.23, -0.36)
H (-2.24, -4.25, 0.21)
H (0.87, -5.08, 2.81)
H (0.75, -2.80, 3.74)
C (-2.34, 5.15, 2.49)
C (-1.81, 3.92, 2.86)
C (-1.37, 3.03, 1.90)
C (-1.44, 3.35, 0.53)
C (-1.99, 4.58, 0.16)
C (-2.42, 5.46, 1.13)
N (-0.93, 2.40, -0.35)
N (-0.89, 2.80, -1.62)
C (-0.48, 1.86, -2.52)
C (-0.31, 2.32, -3.85)
C (0.05, 1.44, -4.83)
C (0.25, 0.09, -4.50)
C (0.09, -0.28, -3.19)
N (-0.25, 0.57, -2.20)
H (-2.68, 5.85, 3.23)
H (-1.75, 3.64, 3.91)
H (-0.98, 2.06, 2.21)
H (-2.05, 4.83, -0.89)
H (-2.84, 6.42, 0.84)
H (-0.49, 3.37, -4.05)
H (0.18, 1.79, -5.85)
H (0.51, -0.64, -5.25)
H (0.24, -1.31, -2.89)
C (-4.56, 4.02, 5.37)
C (-4.05, 3.12, 6.50)
C (-3.50, 4.02, 7.62)
C (-5.21, 2.30, 7.07)
C (-2.98, 2.17, 5.96)
C (-1.69, 2.11, 6.47)
C (-0.72, 1.22, 6.01)
C (-1.10, 0.37, 5.00)
O (-0.37, -0.62, 4.36)
B (-1.25, -1.14, 3.43)
O (-2.50, -0.54, 3.47)
C (-2.38, 0.42, 4.47)
C (-3.33, 1.29, 4.91)
H (-5.37, 4.66, 5.75)
H (-4.95, 3.45, 4.53)
H (-3.77, 4.67, 5.00)
H (-4.29, 4.69, 7.95)
H (-2.67, 4.63, 7.27)
H (-3.17, 3.44, 8.48)
H (-5.97, 2.96, 7.48)
H (-4.87, 1.63, 7.86)
H (-5.68, 1.69, 6.30)
H (-1.41, 2.77, 7.28)
H (0.27, 1.18, 6.44)
H (-4.32, 1.29, 4.48)
C (3.17, -0.76, 5.08)
C (3.60, -0.74, 3.61)
C (2.58, -0.12, 2.77)
N (1.77, 0.39, 2.15)
H (3.97, -1.20, 5.68)
H (2.27, -1.35, 5.22)
H (2.98, 0.24, 5.44)
H (3.77, -1.75, 3.22)
H (4.52, -0.18, 3.47)
C (3.37, -0.86, -1.87)
C (2.44, -1.83, -1.20)
O (1.55, -1.42, -0.46)
C (2.58, -3.28, -1.43)
C (3.62, -3.81, -2.20)
C (3.73, -5.18, -2.37)
C (2.80, -6.02, -1.77)
C (1.77, -5.51, -1.00)
C (1.65, -4.14, -0.83)
H (3.05, 0.16, -1.68)
H (3.41, -1.05, -2.94)
H (4.38, -1.01, -1.49)
H (4.34, -3.15, -2.67)
H (4.53, -5.59, -2.96)
H (2.89, -7.09, -1.90)
H (1.05, -6.17, -0.53)
H (0.86, -3.72, -0.23)
O (2.00, 1.98, -0.46)
C (2.34, 3.15, -0.24)
C (3.40, 3.82, -1.08)
C (2.88, 5.04, -1.89)
C (1.44, 5.46, -1.59)
C (1.26, 6.10, -0.22)
C (1.97, 5.31, 0.88)
N (1.77, 3.87, 0.73)
H (3.79, 3.06, -1.75)
H (4.22, 4.12, -0.42)
H (2.96, 4.80, -2.95)
H (3.55, 5.89, -1.72)
H (0.77, 4.60, -1.69)
H (1.11, 6.17, -2.36)
H (0.20, 6.18, 0.01)
H (1.67, 7.12, -0.21)
H (1.60, 5.59, 1.87)
H (3.04, 5.51, 0.88)
H (0.97, 3.46, 1.19)

---

The following is a DFT calculation (ωB97M-V/def2-TZVPD) of a molecular structure, C44H50BKN13O7S in a non-equilibrium geometry.

Calculated values
- LUMO level (eV) = 1.973
- net charge = -1
- frontier orbital gap (eV) = 7.28
- spin multiplicity = 1
- HOMO level (eV) = -5.303
- M (g/mol) = 954.95

Geometry (Å):
K (-0.44, 0.79, 0.23)
C (-2.66, 5.11, 1.91)
C (-1.45, 4.48, 1.29)
C (-0.85, 4.80, 0.09)
C (0.19, 3.86, -0.04)
N (0.23, 3.06, 1.01)
N (-0.78, 3.44, 1.83)
B (-1.05, 2.71, 3.19)
N (-2.06, 1.54, 3.04)
N (-1.73, 0.38, 2.43)
C (-2.80, -0.40, 2.47)
C (-3.86, 0.27, 3.12)
C (-3.35, 1.50, 3.47)
C (-4.04, 2.61, 4.19)
C (-2.81, -1.75, 1.87)
C (-3.85, -2.64, 2.16)
C (-3.91, -3.90, 1.58)
C (-2.91, -4.30, 0.69)
C (-1.87, -3.43, 0.41)
C (-1.81, -2.18, 1.00)
N (0.30, 2.18, 3.75)
N (1.13, 1.40, 3.03)
C (2.21, 1.22, 3.77)
C (2.10, 1.90, 5.00)
C (0.86, 2.50, 4.95)
C (0.20, 3.38, 5.97)
C (3.35, 0.45, 3.24)
C (4.44, 0.12, 4.04)
C (5.52, -0.60, 3.53)
C (5.51, -1.02, 2.21)
C (4.43, -0.70, 1.40)
C (3.36, 0.03, 1.90)
C (1.18, 3.69, -1.12)
C (0.94, 4.15, -2.42)
C (1.89, 3.98, -3.42)
C (3.09, 3.34, -3.14)
C (3.34, 2.87, -1.86)
C (2.39, 3.04, -0.86)
H (-2.83, 6.08, 1.45)
H (-3.54, 4.48, 1.73)
H (-2.54, 5.24, 2.99)
H (-1.14, 5.59, -0.59)
H (-1.50, 3.50, 3.97)
H (-4.87, -0.07, 3.29)
H (-5.01, 2.26, 4.55)
H (-3.46, 2.96, 5.05)
H (-4.21, 3.48, 3.54)
H (-4.63, -2.33, 2.85)
H (-4.73, -4.56, 1.82)
H (-2.96, -5.27, 0.22)
H (-1.09, -3.72, -0.29)
H (-0.99, -1.53, 0.77)
H (2.81, 1.96, 5.81)
H (0.86, 3.48, 6.84)
H (0.00, 4.38, 5.57)
H (-0.75, 2.97, 6.31)
H (4.46, 0.44, 5.08)
H (6.36, -0.84, 4.17)
H (6.34, -1.59, 1.81)
H (4.41, -1.02, 0.36)
H (2.51, 0.26, 1.28)
H (0.00, 4.63, -2.64)
H (1.68, 4.32, -4.42)
H (3.82, 3.19, -3.93)
H (4.27, 2.37, -1.63)
H (2.58, 2.69, 0.15)
C (-1.12, -5.66, -5.34)
C (0.06, -4.85, -5.87)
S (1.18, -4.50, -4.54)
O (2.03, -5.65, -4.33)
O (0.41, -3.99, -3.43)
C (2.20, -3.20, -5.22)
C (3.04, -2.47, -4.16)
N (2.30, -1.46, -3.43)
C (2.02, -1.46, -2.10)
N (1.40, -0.34, -1.73)
C (1.30, 0.43, -2.84)
C (1.85, -0.22, -3.90)
N (2.00, 0.25, -5.22)
O (2.61, -0.45, -6.03)
O (1.51, 1.34, -5.49)
C (2.30, -2.61, -1.19)
H (-1.80, -5.89, -6.16)
H (-1.66, -5.09, -4.58)
H (-0.79, -6.59, -4.89)
H (-0.25, -3.89, -6.28)
H (0.65, -5.40, -6.61)
H (1.57, -2.51, -5.76)
H (2.86, -3.72, -5.92)
H (3.86, -1.99, -4.67)
H (3.44, -3.18, -3.44)
H (0.83, 1.40, -2.84)
H (1.67, -3.45, -1.47)
H (2.07, -2.31, -0.17)
H (3.35, -2.92, -1.23)
C (-5.54, 2.46, -1.23)
N (-4.49, 1.56, -1.66)
C (-4.64, 0.73, -2.74)
C (-3.65, -0.07, -3.16)
C (-2.35, 0.01, -2.47)
O (-1.37, -0.60, -2.91)
N (-2.28, 0.78, -1.34)
C (-3.31, 1.52, -0.89)
O (-3.28, 2.20, 0.15)
H (-6.28, 2.55, -2.02)
H (-5.12, 3.44, -1.01)
H (-6.03, 2.11, -0.31)
H (-5.60, 0.77, -3.22)
H (-3.77, -0.72, -4.01)
N (1.72, -4.46, 2.42)
C (1.88, -3.10, 2.65)
N (2.62, -2.77, 3.75)
O (1.40, -2.26, 1.90)
H (1.76, -5.07, 3.21)
H (0.98, -4.66, 1.76)
H (3.25, -3.45, 4.14)
H (2.91, -1.81, 3.80)